The following is a DFT calculation (ωB97M-V with the def2-TZVPD basis set) of a molecular structure, C36H61GaIN2O10 at a distorted geometry.

Geometry (Å):
N -0.62 0.57 -1.98
Ga 0.98 1.56 -2.36
I 2.21 0.66 -4.55
C 0.64 3.54 -2.62
C -0.79 3.87 -3.10
C -0.80 5.15 -3.98
C -2.22 5.69 -4.19
C -3.02 4.80 -5.19
C -3.93 3.77 -4.47
C -5.40 3.77 -4.97
C -5.84 2.42 -5.55
C -5.91 1.32 -4.49
C -7.01 1.60 -3.43
C -6.42 2.00 -2.06
C -7.03 3.28 -1.47
N -6.15 3.85 -0.44
C -5.30 4.90 -0.63
C -4.64 5.08 0.57
C -5.11 4.12 1.49
C -6.07 3.37 0.82
H -0.36 -0.31 -1.57
H -1.13 0.38 -2.83
H 2.03 1.38 -1.15
H 1.31 3.88 -3.43
H 0.87 4.14 -1.73
H -1.18 3.05 -3.71
H -1.46 4.04 -2.25
H -0.15 5.87 -3.48
H -0.37 4.87 -4.95
H -2.15 6.70 -4.59
H -2.76 5.74 -3.24
H -3.62 5.47 -5.80
H -2.29 4.27 -5.80
H -3.53 2.76 -4.62
H -3.92 4.00 -3.40
H -5.48 4.50 -5.78
H -6.09 4.10 -4.19
H -6.84 2.53 -5.98
H -5.16 2.12 -6.34
H -6.13 0.36 -4.97
H -4.94 1.20 -4.01
H -7.56 0.67 -3.30
H -7.74 2.34 -3.80
H -6.60 1.19 -1.35
H -5.34 2.15 -2.10
H -8.01 3.10 -1.01
H -7.15 4.06 -2.22
H -5.21 5.41 -1.57
H -3.90 5.85 0.74
H -4.80 4.00 2.51
H -6.67 2.56 1.19
O 0.70 -2.02 -0.87
C 0.18 -2.96 -0.35
O 0.78 -3.69 0.64
C -0.04 -4.81 0.99
C -1.45 -4.44 0.55
C -1.17 -3.56 -0.67
H 0.33 -5.69 0.47
H 0.02 -4.98 2.06
H -2.08 -5.30 0.35
H -1.94 -3.84 1.32
H -1.08 -4.15 -1.59
H -1.91 -2.78 -0.81
O 5.90 5.48 2.04
C 5.24 4.69 1.43
O 3.91 4.84 1.25
C 3.36 3.67 0.57
C 4.55 3.05 -0.15
C 5.70 3.40 0.79
H 2.93 3.01 1.32
H 2.58 3.99 -0.12
H 4.42 1.98 -0.33
H 4.70 3.53 -1.11
H 5.83 2.65 1.57
H 6.64 3.54 0.26
O 4.40 -0.54 1.49
C 5.11 -0.41 2.44
O 6.03 0.60 2.54
C 6.81 0.44 3.73
C 5.96 -0.43 4.66
C 5.20 -1.30 3.66
H 7.75 -0.05 3.47
H 7.02 1.42 4.15
H 6.55 -0.99 5.38
H 5.25 0.20 5.20
H 5.75 -2.20 3.40
H 4.20 -1.56 4.01
O -2.42 -7.75 2.67
C -1.68 -7.59 3.59
O -0.76 -6.59 3.63
C 0.06 -6.72 4.80
C -0.76 -7.54 5.78
C -1.56 -8.45 4.84
H 0.99 -7.21 4.52
H 0.29 -5.72 5.17
H -0.15 -8.08 6.50
H -1.44 -6.89 6.33
H -1.02 -9.36 4.58
H -2.54 -8.69 5.22
O 8.04 -3.88 4.47
C 7.39 -4.65 3.84
O 6.06 -4.50 3.64
C 5.52 -5.63 2.93
C 6.71 -6.24 2.21
C 7.86 -5.93 3.16
H 5.08 -6.31 3.66
H 4.74 -5.28 2.25
H 6.58 -7.30 1.99
H 6.87 -5.72 1.26
H 7.98 -6.69 3.93
H 8.80 -5.76 2.65

- total energy (eV) = -122257.1530
- F_max (eV Å⁻¹) = 1.41
- charge = -1
- frontier orbital gap (eV) = 5.81
- LUMO (eV) = 1.387

=====

The following is a DFT calculation (ωB97M-V with the def2-TZVPD basis set) of a molecular structure, C36H62BClGeN4O5PbSe.

Geometry (Å):
Pb -0.03 -1.41 0.70
O 1.23 -4.92 -0.63
Cl 0.29 -4.08 -1.30
O -0.01 -4.57 -2.60
O -0.92 -3.99 -0.51
O 0.86 -2.73 -1.42
C -5.16 -0.80 -2.86
C -4.03 -1.09 -1.86
C -3.81 -2.60 -1.77
C -4.35 -0.48 -0.51
C -5.51 -0.85 0.16
C -5.89 -0.21 1.33
C -5.12 0.82 1.84
C -3.93 1.19 1.23
C -3.15 2.38 1.76
C -2.78 2.23 3.23
C -3.96 3.67 1.55
C -3.53 0.51 0.07
N -2.35 0.93 -0.62
B -0.97 0.47 -0.63
N -0.38 1.36 -1.60
C -1.34 2.21 -2.13
C -2.52 1.96 -1.54
C 0.94 1.50 -2.11
C 1.32 0.81 -3.27
C 2.57 1.07 -3.82
C 3.42 2.01 -3.26
C 3.02 2.71 -2.13
C 1.79 2.46 -1.53
C 1.37 3.27 -0.32
C 2.38 3.16 0.82
C 1.15 4.73 -0.71
C 0.37 -0.16 -3.96
C 1.00 -1.53 -4.19
C -0.12 0.46 -5.27
H -4.86 -1.15 -3.85
H -5.38 0.27 -2.92
H -6.07 -1.33 -2.58
H -3.12 -0.63 -2.24
H -4.73 -3.11 -1.48
H -3.04 -2.84 -1.05
H -3.49 -2.99 -2.74
H -6.14 -1.62 -0.26
H -6.82 -0.49 1.82
H -5.46 1.35 2.72
H -2.23 2.47 1.18
H -3.65 1.98 3.84
H -2.35 3.16 3.61
H -2.03 1.45 3.35
H -4.90 3.63 2.12
H -4.20 3.82 0.50
H -3.39 4.54 1.90
H -1.09 2.93 -2.89
H -3.48 2.42 -1.70
H 2.88 0.54 -4.71
H 4.37 2.23 -3.73
H 3.67 3.47 -1.72
H 0.42 2.87 0.04
H 3.33 3.62 0.56
H 2.56 2.12 1.09
H 1.99 3.67 1.71
H 2.08 5.18 -1.06
H 0.80 5.31 0.15
H 0.41 4.82 -1.50
H -0.49 -0.30 -3.31
H 1.97 -1.46 -4.68
H 0.35 -2.14 -4.82
H 1.13 -2.06 -3.24
H 0.71 0.64 -5.96
H -0.63 1.40 -5.09
H -0.82 -0.22 -5.76
C 6.45 -1.87 -0.44
Ge 5.38 -0.54 -1.43
C 5.84 1.22 -0.66
C 5.80 -0.67 -3.35
C 3.42 -0.78 -1.19
Se 2.82 -0.87 0.66
C 3.29 -2.73 0.99
H 7.51 -1.68 -0.63
H 6.23 -2.89 -0.76
H 6.28 -1.78 0.63
H 6.91 1.29 -0.47
H 5.31 1.33 0.28
H 5.55 2.03 -1.33
H 6.85 -0.44 -3.50
H 5.20 0.03 -3.93
H 5.61 -1.68 -3.72
H 3.02 -1.67 -1.67
H 2.92 0.09 -1.61
H 4.30 -2.89 0.64
H 2.60 -3.39 0.47
H 3.23 -2.90 2.07
C -2.10 -2.80 5.68
N -1.77 -2.05 4.47
C -2.73 -2.21 3.38
C -0.68 -1.28 4.24
O -0.56 -0.71 3.13
N 0.31 -1.09 5.17
C 0.31 -1.50 6.57
C 1.53 -0.40 4.77
H -2.81 -3.57 5.40
H -2.57 -2.17 6.43
H -1.24 -3.30 6.10
H -3.73 -2.31 3.80
H -2.50 -3.09 2.78
H -2.71 -1.34 2.73
H -0.66 -1.35 7.04
H 1.02 -0.86 7.10
H 0.64 -2.53 6.70
H 1.52 -0.21 3.71
H 2.39 -1.02 5.02
H 1.61 0.55 5.30

- total energy (eV) = -194840.4608
- energy relative to the best compared isomer or geometry (same formula, charge and spin) (kJ/mol) = 43.40
- F_max (eV Å⁻¹) = 0.72
- charge = 0
- frontier orbital gap (eV) = 7.68
- LUMO (eV) = 0.266

=====

The following is a DFT calculation (ωB97M-V with the def2-TZVPD basis set) of 10 unconnected molecules or ions with the total composition C36H62F18O24S4 at a distorted geometry.

Geometry (Å):
C 13.60 15.13 14.75
C 12.27 14.59 14.19
O 11.16 15.21 14.87
C 10.86 16.37 14.37
O 11.31 16.89 13.39
C 9.77 17.12 15.23
F 9.19 16.30 16.16
F 10.33 18.21 15.75
F 8.77 17.54 14.41
H 13.72 16.16 14.49
H 14.36 14.53 14.24
H 13.64 15.02 15.84
H 12.13 13.53 14.39
H 12.35 14.63 13.08
C 20.39 9.64 15.53
C 19.87 9.95 14.14
O 19.53 11.36 14.11
C 18.66 11.72 13.27
O 18.05 11.02 12.51
C 18.67 13.22 13.12
F 19.79 13.45 12.47
F 17.57 13.55 12.44
F 18.75 13.98 14.25
H 21.37 10.08 15.77
H 20.52 8.57 15.76
H 19.70 10.03 16.29
H 18.97 9.38 13.98
H 20.56 9.72 13.34
C 10.94 16.49 21.17
C 11.83 15.47 21.81
O 12.63 14.68 20.86
C 12.21 13.44 20.62
O 11.37 12.82 21.18
C 12.95 12.94 19.33
F 12.53 13.61 18.22
F 14.29 12.95 19.35
F 12.66 11.63 19.18
H 10.55 17.25 21.89
H 10.07 16.08 20.61
H 11.53 16.96 20.42
H 11.29 14.74 22.40
H 12.58 15.99 22.42
C 20.91 7.83 21.08
C 20.50 8.70 19.91
O 19.47 7.96 19.26
C 19.76 7.19 18.24
O 20.81 6.95 17.78
C 18.44 6.75 17.61
F 17.99 7.51 16.58
F 18.58 5.52 17.15
F 17.49 6.71 18.60
H 21.02 6.82 20.71
H 20.07 7.75 21.83
H 21.72 8.34 21.60
H 21.30 8.83 19.17
H 20.17 9.72 20.20
C 14.17 8.74 13.38
C 15.34 9.37 12.72
O 15.07 10.17 11.51
C 14.96 11.43 11.72
O 14.77 12.07 12.74
C 15.10 12.21 10.40
F 14.32 13.31 10.47
F 16.35 12.52 10.12
F 14.66 11.43 9.34
H 13.74 7.94 12.79
H 13.42 9.56 13.59
H 14.56 8.36 14.35
H 16.13 8.62 12.39
H 15.89 9.95 13.44
C 21.87 15.09 22.38
C 21.01 13.91 21.85
O 21.40 13.82 20.39
C 20.86 12.83 19.72
O 20.02 12.08 20.10
C 21.59 12.72 18.37
F 20.77 12.16 17.51
F 22.07 13.85 17.87
F 22.62 11.81 18.56
H 21.84 16.00 21.80
H 22.90 14.76 22.37
H 21.56 15.29 23.39
H 19.97 14.18 21.86
H 21.20 12.89 22.26
C 17.23 8.68 22.61
C 18.01 9.44 23.65
O 19.13 8.62 24.09
S 20.54 9.33 24.39
C 20.33 9.88 26.05
O 21.49 8.25 24.43
O 20.76 10.46 23.56
H 17.79 8.59 21.70
H 16.20 9.15 22.45
H 17.05 7.62 22.97
H 18.35 10.34 23.19
H 17.46 9.71 24.57
H 19.95 9.06 26.62
H 19.67 10.74 26.01
H 21.34 10.21 26.39
C 8.59 14.15 18.80
C 9.28 13.51 17.57
O 9.72 12.14 17.94
S 10.28 11.18 16.81
C 8.80 10.64 15.99
O 10.94 11.97 15.84
O 10.94 10.10 17.44
H 9.35 14.45 19.54
H 7.74 13.60 19.12
H 8.11 15.13 18.55
H 8.59 13.24 16.76
H 10.19 14.03 17.14
H 7.91 11.31 15.97
H 8.54 9.68 16.43
H 9.22 10.54 15.00
C 16.46 16.58 16.06
C 17.76 16.28 16.73
O 17.71 16.77 18.12
S 17.81 15.66 19.23
C 16.07 15.20 19.47
O 18.45 14.48 18.77
O 18.30 16.28 20.42
H 16.28 17.64 16.22
H 15.62 15.95 16.37
H 16.57 16.41 14.98
H 17.89 15.23 16.69
H 18.56 16.82 16.26
H 15.81 14.55 18.64
H 15.56 16.17 19.57
H 16.10 14.72 20.41
C 17.30 10.74 19.90
C 17.47 11.42 18.57
O 16.14 11.52 17.91
S 16.14 11.88 16.41
C 14.42 11.66 16.03
O 16.47 13.25 16.26
O 16.85 10.89 15.69
H 18.27 10.75 20.32
H 16.88 9.78 19.85
H 16.66 11.40 20.50
H 17.87 12.43 18.73
H 18.13 10.90 17.85
H 14.08 10.72 16.39
H 14.45 11.77 14.92
H 13.77 12.39 16.47

- total energy (eV) = -179732.4457
- energy relative to the best compared isomer or geometry (same formula, charge and spin) (kJ/mol) = 0.00
- F_max (eV Å⁻¹) = 2.87
- charge = 0
- frontier orbital gap (eV) = 10.80
- LUMO (eV) = 0.098

=====

The following is a DFT calculation (ωB97M-V with the def2-TZVPD basis set) of 10 unconnected molecules or ions with the total composition C36H62O32P2 at a distorted geometry.

Geometry (Å):
C -1.80 2.91 0.49
C -2.97 2.85 1.41
O -3.10 4.21 1.88
P -3.74 4.64 3.32
O -2.96 4.28 4.52
O -5.23 4.01 3.26
C -5.78 2.92 4.09
C -5.06 1.56 4.05
O -4.19 6.20 3.12
C -3.27 7.26 2.73
C -3.75 7.85 1.49
H -1.56 1.87 0.25
H -1.96 3.35 -0.49
H -0.94 3.44 0.89
H -3.81 2.35 0.92
H -2.84 2.36 2.38
H -5.76 3.32 5.10
H -6.85 2.79 3.93
H -4.06 1.71 4.45
H -5.55 0.92 4.78
H -5.16 1.12 3.05
H -3.03 7.94 3.55
H -2.34 6.78 2.40
H -2.89 8.39 1.09
H -4.18 7.13 0.79
H -4.54 8.58 1.69
C 1.82 -7.05 -3.23
C 0.97 -6.71 -1.91
O 1.19 -7.87 -1.11
P 2.25 -7.89 0.14
O 3.61 -8.33 -0.22
O 2.12 -6.37 0.72
C 3.17 -5.42 0.68
C 2.87 -4.25 1.66
O 1.54 -8.86 1.25
C 0.68 -8.37 2.13
C -0.16 -9.32 2.82
H 1.34 -7.95 -3.63
H 1.88 -6.17 -3.87
H 2.82 -7.45 -3.09
H 1.36 -5.81 -1.43
H -0.10 -6.68 -2.07
H 4.01 -6.03 0.98
H 3.54 -5.10 -0.29
H 1.91 -3.80 1.40
H 2.82 -4.58 2.70
H 3.71 -3.55 1.61
H 1.27 -7.92 2.93
H 0.03 -7.62 1.67
H -0.67 -10.15 2.32
H 0.26 -9.61 3.78
H -1.05 -8.90 3.31
O -1.51 -5.79 2.90
C -1.44 -4.78 2.21
O -1.02 -3.55 2.74
C -1.38 -2.48 1.78
C -1.61 -3.35 0.49
O -1.64 -4.75 0.89
H -2.26 -1.96 2.16
H -0.50 -1.85 1.91
H -0.83 -3.17 -0.24
H -2.44 -2.84 -0.01
O 4.02 8.34 -1.11
C 3.77 7.16 -1.17
O 2.82 6.58 -0.42
C 2.69 5.21 -0.64
C 3.78 4.96 -1.69
O 4.32 6.24 -2.00
H 2.84 4.72 0.32
H 1.79 4.82 -1.12
H 3.22 4.53 -2.52
H 4.48 4.22 -1.31
O 4.78 1.19 -2.89
C 5.06 0.00 -2.59
O 5.24 -1.01 -3.45
C 5.17 -2.22 -2.68
C 5.65 -1.77 -1.28
O 5.33 -0.45 -1.32
H 4.25 -2.78 -2.58
H 5.83 -2.96 -3.14
H 6.70 -1.94 -1.07
H 4.88 -2.21 -0.65
O 1.41 -2.57 -2.32
C 0.32 -2.88 -2.69
O -0.57 -2.04 -3.29
C -1.66 -2.70 -3.80
C -1.59 -4.04 -3.11
O -0.27 -3.97 -2.39
H -2.50 -2.09 -3.47
H -1.51 -2.70 -4.88
H -1.93 -4.95 -3.60
H -2.29 -3.98 -2.28
O 2.08 8.09 5.27
C 1.83 7.11 4.57
O 0.77 6.97 3.88
C 0.71 5.76 3.18
C 1.93 4.97 3.65
O 2.53 5.95 4.46
H -0.24 5.25 3.37
H 0.87 5.94 2.12
H 2.49 4.84 2.72
H 1.74 4.01 4.12
O 2.27 3.76 -4.56
C 1.30 3.05 -4.38
O 0.73 2.14 -5.23
C -0.34 1.54 -4.54
C -0.53 2.34 -3.28
O 0.69 3.13 -3.22
H -1.19 1.60 -5.23
H -0.15 0.49 -4.35
H -0.48 1.67 -2.42
H -1.35 3.05 -3.30
O -2.15 -0.23 -0.68
C -2.96 0.27 -1.43
O -2.76 0.59 -2.80
C -3.86 1.35 -3.34
C -4.64 1.63 -2.06
O -4.14 0.76 -1.09
H -3.42 2.27 -3.74
H -4.48 0.81 -4.05
H -5.72 1.51 -2.13
H -4.51 2.71 -1.92
O 1.63 2.59 1.50
C 1.52 1.54 0.97
O 1.27 1.34 -0.32
C 1.24 -0.08 -0.65
C 1.82 -0.77 0.60
O 1.71 0.31 1.53
H 0.38 -0.50 -1.16
H 1.82 -0.30 -1.55
H 2.87 -0.92 0.33
H 1.49 -1.69 1.08

- total energy (eV) = -122434.7672
- energy relative to the best compared isomer or geometry (same formula, charge and spin) (kJ/mol) = 104.59
- F_max (eV Å⁻¹) = 6.22
- charge = 0
- frontier orbital gap (eV) = 9.55
- LUMO (eV) = -0.813